#A
DFT (the ωB97M-V functional and the def2-TZVPD basis) results for 2 unconnected molecules or ions with the total composition CH6N2O3S.

Values from the calculation:
Net charge: 0

Each line ends with the natural charge from an NBO analysis.
Geometry (Å):
N1 -0.89 1.11 0.43  -1.192
S1 -1.70 -0.05 -0.07  2.435
O1 -3.00 0.08 -0.65  -0.934
O2 -0.75 -0.80 -1.05  -0.914
O3 -1.86 -1.16 1.10  -0.889
H1 -1.44 1.75 0.96  0.385
H2 0.19 -0.53 -0.86  0.528
H3 -2.54 -1.78 0.82  0.500
C1 2.48 0.30 0.25  0.024
N2 1.81 -0.02 -0.75  -0.638
H4 3.43 0.84 0.24  0.160
H5 2.11 0.00 1.22  0.177
H6 2.18 0.27 -1.65  0.358

#B
DFT (the ωB97M-V functional and the def2-TZVPD basis) results for a single CH6N2O3S molecule.

Values from the calculation:
Net charge: 0

Each line ends with the natural charge from an NBO analysis.
Geometry (Å):
C1 0.20 1.67 1.21  -0.895
S1 0.72 0.53 -0.03  2.084
O1 1.02 1.30 -1.19  -0.916
O2 1.64 -0.41 0.52  -0.941
N1 -0.88 -0.87 -0.27  -0.075
N2 -0.75 -1.31 -1.63  -0.715
O3 -0.49 -1.84 0.58  -0.540
H1 -0.57 2.40 0.83  0.266
H2 -0.01 0.97 2.04  0.259
H3 0.94 2.34 1.52  0.261
H4 -1.39 -2.07 -1.74  0.367
H5 -0.96 -0.57 -2.26  0.373
H6 0.53 -2.14 0.41  0.472

Which structure loses on stability? #B does.

#A
DFT (the ωB97M-V functional and the def2-TZVPD basis) results for a molecular structure, C34H43BMoN7O3STe.

Values from the calculation:
Multiplicity: 3
Expectation value of S²: 2.044
Net charge: +1

Each line ends with the Löwdin spin population.
Geometry (Å):
Mo1 -0.38 0.65 -0.23  1.698
C1 2.85 -0.54 1.03  0.010
C2 3.69 -0.04 -0.13  0.001
C3 4.71 -1.10 -0.55  0.001
C4 2.91 0.49 -1.30  0.003
C5 3.49 0.90 -2.52  0.001
C6 2.52 1.64 -3.16  0.003
N1 1.42 1.63 -2.39  0.004
N2 1.64 0.89 -1.27  0.000
B1 0.29 2.66 -2.23  0.006
N3 -0.99 1.77 -1.98  -0.014
C7 -1.66 1.38 -3.19  0.004
C8 -2.86 1.85 -3.46  -0.009
C9 -3.04 2.77 -1.34  0.009
N4 -1.86 2.39 -1.04  0.011
C10 -3.93 3.42 -0.34  0.001
C11 -3.32 3.43 1.06  0.000
C12 -4.26 4.84 -0.82  0.000
N5 0.52 3.36 -0.87  0.006
C13 0.73 4.63 -0.54  0.007
C14 0.81 4.71 0.83  0.000
C15 0.61 3.41 1.30  0.006
N6 0.43 2.59 0.25  0.000
C16 0.60 3.01 2.75  0.001
C17 0.39 1.53 2.98  0.012
C18 1.90 3.47 3.43  0.001
H1 3.45 -0.54 1.95  0.001
H2 2.53 -1.56 0.85  0.000
H3 1.97 0.07 1.21  0.006
H4 4.24 0.84 0.23  0.000
H5 4.21 -1.98 -0.94  0.000
H6 5.31 -1.39 0.31  0.000
H7 5.40 -0.72 -1.31  0.000
H8 4.50 0.73 -2.86  0.000
H9 2.54 2.18 -4.09  0.000
H10 0.19 3.43 -3.14  0.000
H11 -1.12 0.73 -3.86  0.000
H12 -3.42 1.64 -4.35  0.000
H13 -4.86 2.84 -0.33  0.000
H14 -2.44 4.08 1.08  0.000
H15 -3.02 2.43 1.37  0.000
H16 -4.05 3.81 1.77  0.000
H17 -3.35 5.44 -0.86  0.000
H18 -4.95 5.30 -0.12  0.000
H19 -4.72 4.83 -1.81  0.000
H20 0.84 5.39 -1.30  0.001
H21 0.97 5.60 1.42  0.000
H22 -0.22 3.56 3.22  0.000
H23 1.30 0.97 2.76  0.000
H24 -0.43 1.13 2.38  0.006
H25 0.12 1.33 4.01  0.001
H26 2.76 3.01 2.93  0.000
H27 1.90 3.16 4.47  0.000
H28 2.02 4.55 3.39  0.000
C19 4.02 -6.61 -0.05  -0.001
C20 3.16 -5.39 -0.17  -0.004
C21 2.41 -4.93 0.90  0.002
C22 1.52 -3.86 0.79  0.002
C23 0.75 -3.42 2.00  0.007
C24 1.40 -3.23 -0.46  0.018
Te1 -0.26 -1.97 -0.88  0.155
C25 2.20 -3.63 -1.55  0.000
C26 2.14 -2.93 -2.88  0.013
C27 3.06 -4.71 -1.38  0.001
H29 4.17 -6.90 0.99  0.000
H30 5.00 -6.46 -0.50  0.000
H31 3.56 -7.45 -0.57  0.000
H32 2.50 -5.43 1.86  0.000
H33 0.66 -4.25 2.71  0.000
H34 -0.24 -3.06 1.76  0.006
H35 1.27 -2.61 2.52  0.000
H36 2.20 -1.84 -2.76  0.003
H37 1.20 -3.15 -3.40  0.005
H38 2.96 -3.25 -3.52  0.001
H39 3.65 -5.03 -2.23  0.000
O1 -1.45 -0.89 2.29  0.000
C28 -2.35 -0.82 1.47  0.007
N7 -2.27 0.04 0.38  -0.002
S1 -3.54 -0.22 -0.77  0.006
O2 -2.93 -0.90 -1.93  0.003
O3 -3.56 2.66 -2.57  -0.001
C29 -4.29 -1.46 0.27  0.001
C30 -5.43 -2.18 -0.01  0.000
C31 -5.87 -3.08 0.96  0.000
C32 -5.19 -3.22 2.17  0.000
C33 -4.03 -2.50 2.43  0.000
C34 -3.59 -1.62 1.46  0.001
H40 -5.95 -2.08 -0.95  0.000
H41 -6.75 -3.68 0.77  0.000
H42 -5.56 -3.92 2.91  0.000
H43 -3.49 -2.61 3.36  0.000

#B
DFT (the ωB97M-V functional and the def2-TZVPD basis) results for a molecular structure, C34H43BMoN7O3STe.

Values from the calculation:
Multiplicity: 3
Expectation value of S²: 2.024
Net charge: +1

Each line ends with the Löwdin spin population.
Geometry (Å):
Mo1 -0.33 0.65 -0.67  1.701
C1 3.25 1.55 -3.27  0.001
C2 2.51 2.55 -2.37  0.002
C3 3.09 3.96 -2.53  0.000
C4 2.59 2.11 -0.94  0.007
C5 3.65 2.29 -0.04  0.003
C6 3.25 1.72 1.14  0.012
N1 2.02 1.23 0.98  0.002
N2 1.61 1.45 -0.31  -0.009
B1 1.09 0.37 1.84  0.008
N3 -0.36 1.03 1.49  0.003
C7 -0.83 1.93 2.43  0.008
C8 -2.12 1.64 2.70  -0.003
C9 -2.48 0.59 1.81  0.003
N4 -1.42 0.22 1.11  0.000
C10 -3.81 -0.08 1.72  0.000
C11 -3.89 -1.10 2.87  0.000
C12 -4.06 -0.73 0.38  0.000
N5 1.05 -1.05 1.34  0.003
C13 1.48 -2.16 1.94  0.009
C14 1.46 -3.18 1.01  0.001
C15 0.99 -2.60 -0.17  0.008
N6 0.73 -1.30 0.03  0.007
C16 0.93 -3.35 -1.48  0.001
C17 -0.25 -3.05 -2.38  0.001
C18 2.25 -3.14 -2.23  0.000
H1 3.17 1.86 -4.31  0.000
H2 2.84 0.55 -3.17  0.000
H3 4.31 1.52 -3.02  0.000
H4 1.46 2.57 -2.65  0.002
H5 4.16 3.98 -2.31  0.000
H6 2.59 4.67 -1.87  0.000
H7 2.96 4.30 -3.56  0.000
H8 4.59 2.79 -0.23  0.000
H9 3.74 1.64 2.10  0.001
H10 1.36 0.44 3.01  0.001
H11 -0.16 2.66 2.86  0.001
H12 -2.77 2.14 3.40  0.000
H13 -4.56 0.69 1.90  0.000
H14 -3.15 -1.89 2.73  0.000
H15 -4.88 -1.56 2.89  0.000
H16 -3.71 -0.64 3.84  0.000
H17 -3.29 -1.48 0.15  0.000
H18 -4.08 0.01 -0.41  0.000
H19 -5.02 -1.24 0.37  0.000
H20 1.78 -2.15 2.97  0.001
H21 1.75 -4.21 1.15  0.000
H22 0.88 -4.40 -1.18  0.000
H23 -0.08 -2.12 -2.92  0.000
H24 -1.20 -3.00 -1.84  0.000
H25 -0.33 -3.84 -3.14  0.000
H26 2.36 -2.09 -2.52  0.000
H27 2.27 -3.74 -3.14  0.000
H28 3.11 -3.41 -1.62  0.000
C19 -3.02 6.10 4.03  -0.001
C20 -2.62 5.37 2.77  -0.003
C21 -1.31 5.38 2.33  0.001
C22 -0.92 4.73 1.15  0.001
C23 0.52 4.78 0.73  0.006
C24 -1.90 4.05 0.42  0.022
Te1 -1.38 3.04 -1.37  0.123
C25 -3.23 4.04 0.83  0.001
C26 -4.31 3.32 0.06  0.007
C27 -3.57 4.70 2.01  0.001
H29 -2.16 6.37 4.63  0.000
H30 -3.69 5.49 4.64  0.000
H31 -3.56 7.02 3.78  0.000
H32 -0.56 5.91 2.90  0.000
H33 1.09 5.46 1.37  0.000
H34 0.62 5.10 -0.30  0.004
H35 0.98 3.79 0.80  0.000
H36 -4.06 2.27 -0.11  0.002
H37 -4.46 3.76 -0.93  0.002
H38 -5.26 3.37 0.59  0.000
H39 -4.61 4.70 2.33  0.000
O1 0.32 0.44 -2.64  0.014
C28 -0.81 0.06 -3.11  0.025
N7 -1.73 -0.20 -2.20  0.000
S1 -3.22 -0.49 -2.94  0.000
O2 -4.10 0.61 -2.70  0.004
O3 -3.63 -1.82 -2.63  0.000
C29 -2.54 -0.40 -4.58  0.005
C30 -3.18 -0.60 -5.77  -0.001
C31 -2.42 -0.46 -6.93  0.006
C32 -1.07 -0.13 -6.87  -0.001
C33 -0.44 0.07 -5.65  0.005
C34 -1.20 -0.07 -4.51  0.001
H40 -4.24 -0.86 -5.82  0.000
H41 -2.89 -0.61 -7.89  0.000
H42 -0.51 -0.03 -7.79  0.000
H43 0.61 0.33 -5.59  0.000

Which structure loses on stability? #A does.

#A
DFT (the ωB97M-V functional and the def2-TZVPD basis) results for a single C4H8N2S2 molecule.

Values from the calculation:
Net charge: 0

Each line ends with the natural charge from an NBO analysis.
Geometry (Å):
N1 -1.60 2.19 0.21  -0.823
C1 -1.63 0.87 -0.45  -0.057
C2 -2.81 -0.03 -0.10  -0.419
C3 -1.45 -0.28 0.48  -0.397
S1 -0.55 -1.74 0.00  0.302
C4 1.08 -1.14 -0.09  -0.083
N2 1.32 0.10 0.09  -0.596
S2 2.97 0.59 0.01  0.153
H1 -0.72 2.62 -0.05  0.360
H2 -2.27 2.86 -0.19  0.357
H3 -1.24 0.77 -1.48  0.201
H4 -3.21 -0.76 -0.83  0.223
H5 -3.57 0.37 0.50  0.225
H6 -1.32 -0.01 1.53  0.252
H7 1.81 -1.90 -0.38  0.189
H8 2.70 1.86 -0.36  0.115

#B
DFT (the ωB97M-V functional and the def2-TZVPD basis) results for a single C4H8N2S2 molecule.

Values from the calculation:
Net charge: 0

Each line ends with the natural charge from an NBO analysis.
Geometry (Å):
C1 0.65 2.20 0.02  -0.429
N1 -0.54 1.37 -0.37  -0.435
N2 -0.31 -0.01 -0.10  -0.265
C2 -0.42 -0.61 1.24  -0.439
C3 0.02 -0.85 -1.11  0.052
S1 0.44 -0.41 -2.66  -0.084
C4 0.07 -2.33 -0.88  -0.332
S2 -1.14 -3.37 -0.55  0.066
H1 0.89 2.16 1.15  0.172
H2 1.59 1.77 -0.42  0.221
H3 0.38 3.23 -0.35  0.223
H4 -1.45 1.68 0.05  0.372
H5 0.16 0.10 1.96  0.202
H6 0.03 -1.64 1.34  0.244
H7 -1.45 -0.58 1.64  0.210
H8 1.10 -2.72 -0.97  0.221

Which structure loses on stability? #B does.

#A
DFT (the ωB97M-V functional and the def2-TZVPD basis) results for a single C3H2N2OS molecule.

Values from the calculation:
Net charge: 0

Each line ends with the natural charge from an NBO analysis.
Geometry (Å):
S1 2.87 -0.32 -0.02  0.154
C1 1.63 0.66 0.03  -0.362
C2 0.23 0.29 0.04  0.352
N1 -0.79 1.10 -0.03  -0.226
N2 -1.93 0.33 -0.01  -0.287
C3 -1.52 -0.92 -0.03  0.316
O1 -0.19 -1.05 0.04  -0.392
H1 1.74 1.76 0.03  0.233
H2 -2.05 -1.86 -0.05  0.211

#B
DFT (the ωB97M-V functional and the def2-TZVPD basis) results for a single C3H2N2OS molecule.

Values from the calculation:
Net charge: 0

Each line ends with the natural charge from an NBO analysis.
Geometry (Å):
C1 1.07 -0.19 0.01  -0.271
C2 0.33 0.91 -0.02  -0.041
C3 0.09 -1.33 -0.02  0.574
N1 -1.18 -0.75 -0.07  -0.233
N2 -1.02 0.51 -0.06  -0.140
O1 0.31 -2.51 0.01  -0.437
S1 -2.30 1.71 0.10  0.044
H1 2.13 -0.32 0.06  0.250
H2 0.57 1.96 -0.02  0.254

Which structure loses on stability? #B does.

#A
DFT (the ωB97M-V functional and the def2-TZVPD basis) results for a single C12H16N2O4 molecule.

Values from the calculation:
Net charge: 0

Each line ends with the natural charge from an NBO analysis.
Geometry (Å):
N1 0.73 3.50 -0.51  -0.845
C1 0.63 2.08 -0.62  -0.175
C2 2.14 1.60 -0.21  -0.387
C3 2.13 0.00 0.06  -0.028
C4 2.03 -0.34 1.50  -0.218
C5 1.82 -1.75 1.65  -0.218
C6 2.24 -2.65 0.65  -0.240
C7 2.71 -2.16 -0.62  -0.163
C8 2.50 -0.86 -0.92  -0.296
C9 -0.61 1.40 -0.07  0.682
O1 -1.12 1.80 1.04  -0.674
N2 -1.10 0.31 -0.74  -0.593
C10 -2.13 -0.40 -0.10  -0.195
C11 -3.51 0.08 0.02  -0.106
O2 -4.06 0.88 1.12  -0.717
C12 -2.23 -1.88 -0.61  0.804
O3 -1.74 -1.87 -1.84  -0.614
O4 -2.76 -2.85 0.09  -0.621
H1 0.34 4.17 -1.45  0.374
H2 0.04 3.81 0.30  0.393
H3 0.73 1.72 -1.69  0.205
H4 2.99 1.70 -1.20  0.214
H5 2.61 2.39 0.70  0.254
H6 1.87 0.43 2.38  0.248
H7 1.63 -2.22 2.63  0.217
H8 1.88 -3.68 0.78  0.222
H9 3.45 -2.76 -1.29  0.222
H10 3.09 -0.52 -1.72  0.222
H11 -0.38 -0.07 -1.27  0.438
H12 -1.74 -0.77 0.88  0.211
H13 -3.41 0.93 -0.83  0.198
H14 -4.39 -0.78 -0.26  0.200
H15 -3.18 1.29 1.35  0.493
H16 -3.18 -2.54 0.81  0.494

#B
DFT (the ωB97M-V functional and the def2-TZVPD basis) results for a molecular structure, C12H16N2O4.

Values from the calculation:
Net charge: 0

Each line ends with the natural charge from an NBO analysis.
Geometry (Å):
C1 -0.07 2.22 0.06  -0.092
C2 1.12 1.36 0.14  0.626
C3 -1.11 1.83 -1.00  -0.446
C4 -1.89 0.57 -0.61  -0.058
C5 -2.83 0.76 0.31  -0.184
C6 -1.65 -0.55 -1.31  -0.218
C7 -3.59 -0.40 0.81  -0.262
C8 -2.43 -1.70 -0.89  -0.222
C9 -3.29 -1.64 0.25  0.251
C10 2.72 -0.50 0.15  -0.144
C11 2.61 -1.82 -0.61  0.781
C12 3.39 -0.95 1.59  -0.607
H1 1.36 4.07 0.20  0.404
H2 0.16 3.98 -1.09  0.356
H3 -0.26 1.75 1.19  0.207
H4 -0.53 2.11 -1.86  0.236
H5 -1.92 2.66 -0.68  0.233
H6 -2.72 1.54 0.94  0.211
H7 -0.97 -0.42 -2.12  0.233
H8 -4.08 -0.36 1.90  0.226
H9 -2.04 -2.58 -1.34  0.228
H10 -4.94 -2.57 0.94  0.466
H11 0.39 -0.60 -0.27  0.446
H12 3.43 0.02 -0.64  0.270
H13 3.24 -0.03 2.16  0.223
H14 2.77 -1.79 2.08  0.224
H15 4.48 -1.30 1.27  0.241
H16 3.44 -3.44 -0.83  0.497
N1 0.21 3.71 -0.01  -0.844
N2 1.28 -0.03 0.35  -0.690
O1 2.18 1.85 -0.12  -0.638
O2 -3.72 -2.87 0.64  -0.636
O3 1.59 -2.22 -1.28  -0.630
O4 3.67 -2.68 -0.30  -0.688

Which structure loses on stability? #B does.